No. 1
A cluster of 2 separate species, C5H7N3O2 in total in a non-equilibrium geometry. Source: the OMol25 dataset; level of theory: ωB97M-V with the def2-TZVPD basis set.

Structure (XYZ):
```
17
Properties=species:S:1:pos:R:3:forces:R:3
C -0.427651 2.037839 0.108519 1.9 1.1 0.5
C 3.963265 -3.179650 -0.381462 0.6 1.2 1.0
C -1.364864 -1.216537 0.050769 1.1 6.0 -0.8
C -0.798231 3.472159 0.429525 -2.3 0.2 -0.2
C -1.448679 -2.598219 -0.205607 1.2 -1.8 0.5
N -1.462186 1.169434 0.085352 -2.2 2.2 0.6
N -1.217609 -0.034390 -0.001346 -0.7 -6.0 0.1
N 0.740178 1.590787 -0.071382 0.4 -1.5 -0.6
O 2.961274 -3.742061 -0.491866 -0.3 -0.5 -0.5
O 4.916875 -2.547658 -0.160130 -0.3 -0.6 -0.5
H -0.255112 4.358590 0.120144 1.1 -0.6 -0.2
H -1.093873 3.644725 1.485674 0.3 -0.5 -0.5
H -1.728792 3.594447 -0.137394 -0.3 0.2 0.3
H -2.078899 -2.885370 -1.070601 0.1 0.2 0.7
H -1.767746 -2.945610 0.800612 -0.2 -0.9 -1.0
H -0.391649 -2.978174 -0.384212 -1.3 0.3 0.2
H 1.453700 2.259683 -0.176600 0.8 1.2 0.3
```
Positions in Å, forces in eV/Å.

Calculated values
**Spin multiplicity**: 1
**HOMO-LUMO gap (alpha / beta)**: 8.36 / 8.36 eV
**Relative energy (zero: lowest compared OMol25 entry of this formula, charge and spin)**: 304.5 kJ/mol
**Total charge**: 0
**LUMO energy (alpha / beta)**: 0.37 / 0.37 eV

***

No. 2
An isolated molecule of C4H10N2O in a non-equilibrium geometry. Source: the OMol25 dataset; level of theory: ωB97M-V with the def2-TZVPD basis set.

Structure (XYZ):
```
17
Properties=species:S:1:pos:R:3:forces:R:3
O 0.142472 -0.665482 2.375535 0.2 0.0 0.3
C 0.364854 -0.402533 1.216803 -0.1 0.3 -0.5
N 0.435294 0.911629 0.767976 -0.1 -0.3 0.4
C -0.173820 1.303674 -0.479840 0.9 0.5 -0.5
N 0.286416 2.624554 -0.881651 0.1 0.8 -0.1
C 0.629656 -1.476078 0.175568 0.3 0.4 -0.3
C -0.647627 -2.101079 -0.361101 -0.7 -0.4 0.6
H 0.257217 1.566976 1.518771 -0.1 -0.1 0.1
H -1.242606 1.306732 -0.420378 -0.9 -0.1 0.1
H 0.104047 0.593680 -1.259313 0.0 -0.1 0.1
H 0.874501 3.106977 -0.213923 0.2 -0.5 0.1
H -0.459393 3.283652 -1.058985 -0.2 -0.3 -0.1
H 1.184581 -1.040471 -0.659527 0.2 -0.1 0.2
H 1.277560 -2.187327 0.691842 -0.2 -0.2 -0.2
H -1.228343 -2.502923 0.469928 0.0 -0.1 0.1
H -0.489604 -2.939047 -1.040043 0.3 0.2 -0.1
H -1.315204 -1.382938 -0.841666 0.2 0.1 -0.2
```
Positions in Å, forces in eV/Å.

Calculated values
**Spin multiplicity**: 1
**HOMO-LUMO gap**: 10.24 eV
**Relative energy (zero: lowest compared OMol25 entry of this formula, charge and spin)**: 95.8 kJ/mol
**SMILES string**: CCC(=O)NCN
**Total charge**: 0
**LUMO energy**: 0.89 eV

***

No. 3
A cluster of 2 separate species, C17H21N2O4P in total in a non-equilibrium geometry. Source: the OMol25 dataset; level of theory: ωB97M-V with the def2-TZVPD basis set.

Structure (XYZ):
```
45
Properties=species:S:1:pos:R:3:forces:R:3
C 3.555374 -3.374725 0.528548 0.1 0.1 0.2
C 3.702111 -1.849507 -0.068901 0.7 0.7 0.7
C 2.487738 -0.840855 0.372814 -0.4 0.3 0.3
C 2.723029 0.736459 -0.128371 -1.0 -0.5 -0.3
C 0.994671 -1.280862 -0.151951 -0.9 -1.7 -2.8
C 0.716214 -1.950019 -1.485944 -0.4 1.8 3.7
C -0.868879 -2.291356 -1.896357 -0.9 -3.5 -2.2
O -1.226827 -3.377664 -2.616174 2.2 7.2 4.5
C -1.973484 -1.171276 -1.327999 -2.1 2.5 1.4
C -3.342586 -0.738680 -2.145600 1.0 1.7 3.7
C -4.327027 0.420603 -1.485674 2.8 -0.4 2.7
P -5.941951 1.071827 -2.358768 0.2 -0.6 -1.3
N -6.282559 0.290262 -3.734295 1.3 1.0 2.6
O -5.646907 2.806727 -2.589531 0.4 -2.8 0.9
O -7.251585 0.955734 -1.213371 1.7 2.7 -2.3
C -4.000999 1.162777 -0.022609 3.1 -3.0 -1.5
C -2.642517 0.737087 0.790270 -0.7 -1.8 -2.6
C -2.149215 1.401709 2.218189 0.7 -0.2 -0.4
C -1.660467 -0.424207 0.135249 -2.0 0.3 -1.6
C -0.265669 -0.943542 0.894622 0.1 -0.8 3.5
O -0.147433 -1.124866 2.212527 -0.7 1.4 -8.0
H 3.279783 -4.090293 -0.355745 0.4 1.2 2.0
H 4.569227 -3.742703 1.039860 -2.2 0.9 -1.4
H 2.748403 -3.415497 1.400321 1.5 0.1 -2.1
H 3.866905 -1.798866 -1.236520 -0.4 -0.3 2.3
H 4.698872 -1.402474 0.412238 -2.2 -0.7 -1.1
H 2.429973 -0.807836 1.564498 0.0 -0.3 -2.6
H 1.652354 1.253276 -0.067286 2.4 -0.9 0.0
H 3.008445 0.748018 -1.279547 -0.4 0.0 2.5
H 3.512712 1.305803 0.539617 -1.8 -1.4 -1.7
H 1.621506 -2.218239 -2.208862 -2.4 0.4 1.7
H -3.605087 -1.220662 -3.183879 0.7 1.0 2.4
H -5.551378 -0.445319 -3.847913 -0.8 0.7 0.0
H -4.673814 2.967789 -2.793223 -1.8 -0.6 0.3
H -7.856066 1.764889 -1.329662 1.2 -1.6 0.3
H -4.714120 2.003596 0.405131 1.6 -2.0 -1.1
H -2.876597 2.209631 2.652168 1.3 -1.6 -1.2
H -1.084603 1.889371 1.990849 -2.4 -0.9 0.5
H -1.941150 0.600287 3.067676 -0.6 1.5 -2.1
C 5.818692 2.399787 3.407802 -0.2 -0.1 -1.2
C 5.604467 2.297040 1.906552 -1.1 -0.5 -8.2
N 5.426759 2.211887 0.661075 1.7 0.8 10.0
H 4.896887 2.730499 3.894198 0.1 -0.1 -0.2
H 6.103998 1.424318 3.811292 -0.1 0.1 -0.2
H 6.612803 3.120075 3.622687 -0.1 -0.1 -0.2
```
Positions in Å, forces in eV/Å.

Calculated values
**Spin multiplicity**: 1
**HOMO-LUMO gap**: 7.12 eV
**SMILES string**: CC[C@@H](C)C1=CC(=O)c2cc(P(=N)(O)O)cc(C)c2C1=O.CC#N
**Total charge**: 0
**LUMO energy**: -1.84 eV

***

No. 4
A cluster of 9 separate species, C39H63FN9 in total in a non-equilibrium geometry. Source: the OMol25 dataset; level of theory: ωB97M-V with the def2-TZVPD basis set.

Structure (XYZ):
```
112
Properties=species:S:1:pos:R:3:forces:R:3
F -3.386826 3.248467 -3.195544 -0.3 0.3 -0.2
N -3.450522 3.180620 -1.685048 0.4 -0.6 0.8
C -4.492155 2.189993 -1.461161 0.1 0.9 -1.4
C -4.361717 0.995619 -2.391046 0.1 0.2 0.8
C -3.233391 0.192750 -2.263837 -0.3 -0.4 -0.7
C -3.052522 -0.881268 -3.123362 0.2 0.0 0.1
C -3.990432 -1.173141 -4.107912 -0.2 0.3 0.1
C -5.114469 -0.367464 -4.222738 -0.2 0.2 0.0
C -5.310114 0.711504 -3.363430 0.7 -0.3 0.1
H -5.490860 2.636009 -1.654154 -0.3 -0.3 0.2
H -4.422265 1.860205 -0.426666 0.0 0.2 0.2
H -2.486369 0.425628 -1.521945 0.0 0.2 0.2
H -2.155202 -1.481862 -3.024691 0.0 -0.1 0.0
H -3.855729 -2.003733 -4.783468 0.1 -0.1 -0.1
H -5.848709 -0.554229 -4.995548 0.0 -0.1 -0.1
H -6.170329 1.357600 -3.430936 -0.2 0.0 -0.1
C 1.419628 -3.417179 -5.052266 0.1 -0.2 0.0
C 1.121177 -4.737911 -4.355817 0.0 0.0 -0.4
C -0.129538 -4.645642 -3.477649 0.0 -0.2 -0.1
C 0.120535 -3.739235 -2.358175 0.0 -0.1 0.1
N 0.414359 -3.077559 -1.466916 -0.3 0.0 -0.1
H 1.630273 -2.632528 -4.334580 0.0 0.1 0.0
H 2.289483 -3.516077 -5.701007 0.0 0.0 0.0
H 0.574090 -3.097458 -5.665440 0.0 0.0 0.0
H 1.975109 -5.041731 -3.751845 -0.1 0.1 0.1
H 0.970451 -5.517417 -5.108967 -0.1 -0.1 0.1
H -0.400738 -5.624231 -3.076252 0.0 0.0 0.1
H -0.982570 -4.300241 -4.064461 0.0 0.1 0.1
C 2.994545 -2.232074 0.390082 0.0 -0.1 -0.1
C 2.887719 -3.129813 1.615478 -0.1 0.1 -0.2
C 3.892652 -2.776873 2.718344 -0.3 -0.2 0.1
C 5.277470 -3.014033 2.314369 0.0 0.1 0.0
N 6.363676 -3.208665 1.997503 0.0 0.0 0.0
H 3.965410 -2.337703 -0.099260 0.0 0.0 0.0
H 2.217835 -2.498864 -0.329544 0.2 0.1 0.1
H 2.862068 -1.182166 0.664947 0.0 0.0 0.0
H 3.022384 -4.171570 1.317940 0.0 0.0 0.1
H 1.882181 -3.044663 2.031668 0.0 0.0 0.1
H 3.687490 -3.376648 3.607786 0.1 0.0 0.0
H 3.777521 -1.730324 3.008202 0.1 0.0 -0.1
C 4.325061 -1.864100 7.965085 0.0 0.0 0.0
C 4.228743 -1.543384 6.477570 0.0 -0.2 0.2
C 4.457257 -0.060112 6.172583 0.0 -0.2 -0.2
C 3.405482 0.785562 6.733120 0.1 0.1 0.0
N 2.582849 1.451500 7.176921 0.0 -0.1 0.0
H 3.544482 -1.354820 8.532344 0.0 0.0 0.0
H 4.211410 -2.935118 8.131708 0.0 0.0 0.0
H 5.292843 -1.562557 8.369789 0.0 0.0 0.0
H 3.252647 -1.854134 6.099667 0.0 0.1 -0.1
H 4.978434 -2.124703 5.936836 0.0 0.1 -0.1
H 4.491042 0.098246 5.093178 0.0 0.1 0.0
H 5.422933 0.259911 6.567864 0.0 0.1 0.1
C -3.466829 6.543941 -1.537045 -0.1 -0.1 0.0
C -3.452997 7.057099 -2.968938 0.0 -0.1 0.2
C -3.256397 8.575971 -3.077965 0.1 -0.2 -0.2
C -4.376663 9.335728 -2.524763 0.0 0.0 0.1
N -5.261676 9.930055 -2.097063 0.0 0.0 0.0
H -4.312450 6.949618 -0.974763 0.0 0.1 0.0
H -3.550773 5.450068 -1.537533 0.0 0.0 0.1
H -2.545334 6.816202 -1.014101 0.0 0.0 0.0
H -4.379786 6.769102 -3.468051 0.0 0.0 -0.1
H -2.639865 6.570288 -3.509457 0.0 0.0 -0.1
H -3.138418 8.861896 -4.125775 0.0 0.1 0.0
H -2.339982 8.870836 -2.563249 0.0 0.0 0.1
C -9.660028 1.840671 -5.522278 -0.1 0.0 0.0
C -10.413231 2.752457 -4.559740 0.1 -0.1 -0.2
C -9.556575 3.193446 -3.369878 -0.2 0.1 -0.1
C -9.192056 2.072377 -2.507199 0.2 0.1 0.0
N -8.873318 1.194139 -1.841237 -0.2 -0.1 0.0
H -9.371533 0.906309 -5.038946 0.0 0.0 0.0
H -10.284639 1.593001 -6.381376 0.0 0.0 0.0
H -8.754930 2.324830 -5.892568 0.0 0.0 0.0
H -11.311105 2.245414 -4.200858 0.0 0.0 0.1
H -10.744372 3.645726 -5.093458 0.0 0.0 0.1
H -10.097930 3.929094 -2.772754 0.0 0.0 0.1
H -8.645410 3.680926 -3.721558 0.1 -0.1 0.0
C 5.350508 -8.141306 -1.903445 -0.1 0.0 0.0
C 3.957416 -8.147222 -2.522461 0.2 -0.1 0.1
C 3.931081 -7.558594 -3.936454 -0.2 -0.2 0.1
C 4.258372 -6.135014 -3.945833 0.2 0.0 -0.1
N 4.513861 -5.016137 -3.945716 0.1 0.0 0.0
H 5.723056 -7.124321 -1.774274 0.0 0.0 0.0
H 5.333638 -8.615876 -0.922482 0.0 0.0 0.0
H 6.059192 -8.687619 -2.528949 0.0 0.0 0.0
H 3.269461 -7.593731 -1.880852 0.0 0.0 -0.1
H 3.588952 -9.173665 -2.572671 0.0 0.0 -0.1
H 2.937723 -7.686863 -4.371407 0.0 0.1 0.0
H 4.631726 -8.091835 -4.581385 0.1 0.1 0.0
C 4.110577 2.941207 9.818405 0.0 0.0 0.1
C 3.913872 3.144587 11.315706 0.0 0.0 -0.2
C 5.235347 3.266471 12.081872 -0.3 0.1 0.1
C 6.011805 2.028101 12.047483 0.1 0.0 0.0
N 6.617717 1.053347 12.023970 0.0 0.0 0.0
H 4.622946 2.000758 9.609253 0.0 0.0 0.0
H 3.151517 2.912841 9.305786 0.0 0.0 0.0
H 4.698599 3.754650 9.387665 0.0 0.0 0.0
H 3.326645 2.319702 11.722873 0.0 0.0 0.1
H 3.337492 4.056376 11.482362 0.0 0.0 0.1
H 5.039028 3.520864 13.124965 0.1 -0.1 0.0
H 5.837271 4.076329 11.666033 0.1 -0.1 0.0
C 2.058534 2.666922 -1.826134 0.0 0.0 -0.1
C 0.670079 2.114497 -2.132068 0.2 0.2 0.1
C 0.638718 0.585150 -2.189817 -0.2 0.1 0.1
C 1.418862 0.051703 -3.305330 -0.1 0.0 0.0
N 1.997487 -0.350345 -4.213093 0.1 0.2 0.1
H 2.769854 2.417708 -2.615907 0.0 0.0 0.0
H 2.024959 3.753334 -1.739432 0.0 0.0 0.0
H 2.441916 2.266489 -0.884647 0.0 0.0 0.0
H 0.308491 2.525892 -3.074827 -0.1 0.0 0.0
H -0.028599 2.439010 -1.360452 -0.1 -0.1 -0.1
H -0.392899 0.244579 -2.299619 0.1 0.0 -0.1
H 1.014728 0.158882 -1.257919 0.1 -0.1 0.0
```
Positions in Å, forces in eV/Å.

Calculated values
**Spin multiplicity**: 1
**HOMO-LUMO gap**: 4.19 eV
**Total charge**: -1
**LUMO energy**: 1.75 eV